C35H52OP4SSm | wB97M-V/def2-TZVPD

ORCA input file:
```
! wB97M-V def2-TZVPD RIJCOSX def2/J DEFGRID3
* xyz 3 6
Sm 0.14 -1.08 -0.15
P -0.64 1.54 0.93
P -2.65 -0.93 -0.68
P 3.01 1.11 -0.95
H 0.83 -2.41 -6.36
C 1.83 -2.51 -5.94
C 2.10 -3.39 -4.96
H 1.44 -4.25 -4.73
C -1.06 3.02 -0.08
C -2.18 1.43 1.92
C 0.45 2.30 2.18
C -2.93 -2.35 -1.80
C -4.00 -1.22 0.54
C -3.21 0.51 -1.71
C 4.38 0.49 -1.92
C 3.43 1.04 0.79
C 2.45 2.74 -1.42
H 2.62 -1.91 -6.40
H 3.11 -3.42 -4.49
H -1.30 3.85 0.60
H -1.93 2.80 -0.71
H -0.21 3.30 -0.71
H -2.29 2.35 2.50
H -2.14 0.59 2.62
H -3.06 1.31 1.28
H -0.13 2.90 2.89
H 1.21 2.94 1.72
H 0.97 1.52 2.75
H -3.96 -2.72 -1.70
H -2.24 -3.16 -1.53
H -2.73 -2.08 -2.85
H -4.85 -0.52 0.40
H -3.61 -1.09 1.56
H -4.36 -2.25 0.43
H -4.02 0.19 -2.38
H -2.37 0.87 -2.32
H -3.57 1.35 -1.09
H 5.07 1.29 -2.21
H 3.99 0.00 -2.82
H 4.93 -0.25 -1.33
H 3.87 1.99 1.13
H 4.14 0.23 1.00
H 2.53 0.87 1.41
H 3.29 3.34 -1.81
H 2.03 3.28 -0.55
H 1.68 2.68 -2.20
C 0.45 -1.33 -3.64
C 0.54 -0.02 -4.16
C -0.36 0.36 -5.16
C -1.28 -0.56 -5.71
C -1.38 -1.86 -5.17
C -0.45 -2.25 -4.22
S 1.59 -1.98 -2.51
H 2.07 0.07 -1.30
H 1.30 0.65 -3.76
H -0.39 1.39 -5.52
H -1.92 -0.27 -6.55
H -2.13 -2.56 -5.54
H -0.35 -3.30 -3.94
O 0.42 -1.50 1.96
P 0.64 -1.59 3.51
C 2.22 -0.89 3.97
C 2.45 -0.17 5.16
C 3.71 0.40 5.39
C 4.78 0.08 4.56
C 4.60 -0.83 3.52
C 3.33 -1.32 3.23
C -0.67 -0.67 4.31
C -1.91 -1.33 4.43
C -2.98 -0.70 5.05
C -2.84 0.60 5.55
C -1.61 1.24 5.47
C -0.53 0.62 4.84
C 0.61 -3.29 4.07
C -0.04 -4.28 3.32
C -0.12 -5.59 3.80
C 0.46 -5.93 5.03
C 1.08 -4.94 5.79
C 1.16 -3.63 5.32
H 1.68 -0.05 5.91
H 3.84 1.08 6.23
H 5.76 0.51 4.75
H 5.46 -1.17 2.93
H 3.20 -2.06 2.43
H -2.02 -2.36 4.07
H -3.94 -1.22 5.14
H -3.68 1.11 6.03
H -1.46 2.24 5.90
H 0.42 1.14 4.77
H -0.49 -4.03 2.36
H -0.63 -6.35 3.21
H 0.42 -6.96 5.39
H 1.52 -5.19 6.76
H 1.65 -2.86 5.93
*
```

Values from the calculation:
- total energy (hartree) = -3860.80928
- molecular weight (u) = 795.12
- <S²> = 8.774
- orbital gap (alpha / beta) (eV) = 5.270 / 6.436
- E_HOMO (alpha / beta) (eV) = -14.93 / -14.94
- energy above the lowest of the compared OMol25 structures with the same formula, charge and spin (eV) = 0.631